The following is a DFT calculation (ωB97M-V with the def2-TZVPD basis set) of a molecular structure, C24H32ClLaN3O4 at a distorted geometry.

Geometry as XYZ:
```
65
Properties=species:S:1:pos:R:3:forces:R:3:lowdin_charge:R:1
La 0.4294 -0.0035 0.5432 -0.30 -0.02 0.97 1.226
Cl 2.2234 -0.0354 -1.4020 0.92 0.00 -1.03 -0.211
N 0.1892 2.3347 0.1328 -1.16 2.25 -1.61 -0.062
N 0.1738 -2.3286 0.1249 -1.26 -2.26 -1.77 -0.077
C -0.2486 3.0064 -0.9074 1.06 -1.89 1.95 -0.324
C -0.2903 -3.0110 -0.8975 1.14 2.13 2.15 -0.319
C 1.2260 3.1262 0.8424 -0.20 0.05 -0.11 -0.573
C 1.5403 4.2018 -0.1938 -0.19 0.07 -0.91 -0.025
C 2.4317 2.2758 1.2166 0.24 0.01 -0.46 -0.127
C 0.6204 3.6770 2.1181 -0.32 0.13 0.34 -0.044
H 2.8815 1.8196 0.3270 0.05 0.07 0.18 0.014
H 2.1478 1.4745 1.9295 0.17 0.26 0.01 0.014
H 3.1765 2.8953 1.7213 0.01 -0.09 0.05 0.087
H -0.3052 4.2247 1.9079 0.18 0.02 0.08 0.094
H 1.3346 4.3187 2.6510 -0.07 -0.03 -0.20 0.090
H 0.3394 2.8531 2.7857 0.17 0.31 -0.23 0.062
C 1.1306 -3.1512 0.8949 -0.20 0.00 -0.18 -0.574
C 1.4220 -4.2695 -0.1042 -0.23 -0.04 -0.88 -0.022
C 0.4567 -3.6361 2.1683 -0.41 -0.18 0.28 -0.042
C 2.3542 -2.3360 1.2854 0.27 -0.07 -0.40 -0.125
H 2.8255 -1.8909 0.4012 0.06 -0.09 0.17 0.020
H 3.0768 -2.9702 1.8034 0.03 0.09 0.05 0.085
H 2.0761 -1.5262 1.9908 0.18 -0.26 0.00 0.013
H -0.4904 -4.1444 1.9521 0.19 0.03 0.04 0.092
H 0.2163 -2.7821 2.8168 0.11 -0.23 -0.19 0.074
H 1.1267 -4.3050 2.7249 -0.08 0.07 -0.13 0.086
O 0.3188 -4.1663 -1.1200 0.42 -0.74 0.43 0.033
H 1.4097 -5.2819 0.3182 -0.14 0.28 -0.19 0.128
H 2.3579 -4.0928 -0.6529 -0.30 -0.09 0.10 0.133
O 0.4213 4.1143 -1.1889 0.42 0.63 0.41 0.034
H 2.4606 3.9803 -0.7513 -0.28 0.10 0.09 0.132
H 1.5695 5.2242 0.2029 -0.14 -0.28 -0.17 0.129
C -1.4670 2.6038 -1.6971 -0.35 -0.18 -0.35 -0.034
C -1.4875 -2.5718 -1.7018 -0.33 0.07 -0.52 -0.026
C -1.4880 -1.2295 -2.4783 -0.36 -0.38 -0.71 -0.181
H -2.3132 -2.5686 -0.9590 0.24 0.05 -0.23 0.139
H -1.6749 -3.3809 -2.4112 -0.12 0.10 0.14 0.098
C -1.5762 0.0191 -1.8068 1.43 -0.05 1.49 -0.121
C -1.4797 1.2673 -2.4789 -0.36 0.48 -0.71 -0.186
H -1.9616 0.0129 -0.7913 -0.27 0.04 0.42 0.069
C -1.6210 1.2506 -3.8748 0.35 0.29 1.38 -0.252
C -1.6824 0.0235 -4.5360 -0.36 0.15 -0.50 -0.047
C -1.8131 2.5242 -4.6428 0.10 0.12 -0.37 -0.066
C -1.6324 -1.2012 -3.8744 0.39 -0.51 1.49 -0.255
H -1.8270 0.0217 -5.6107 0.00 0.01 -0.03 0.089
C -1.8304 -2.4678 -4.6507 0.09 -0.13 -0.45 -0.067
H -1.9326 -2.1924 -5.7059 0.02 -0.30 0.08 0.067
H -2.7520 -2.9895 -4.3425 0.28 0.14 -0.11 0.084
H -0.9872 -3.1660 -4.5463 -0.22 0.16 -0.07 0.083
H -2.7327 3.0441 -4.3284 0.25 -0.12 -0.11 0.083
H -1.9149 2.2676 -5.7018 0.03 0.26 0.07 0.068
H -0.9707 3.2200 -4.5241 -0.20 -0.14 -0.08 0.082
H -1.6680 3.4318 -2.3812 -0.07 -0.15 0.11 0.100
H -2.2807 2.5882 -0.9411 0.21 -0.03 -0.25 0.140
O -1.7296 2.2450 3.1050 0.42 -0.68 0.35 0.011
C -1.6097 1.0541 3.3508 -0.74 -0.78 -0.53 -0.503
C -2.0135 0.3599 4.6503 0.41 0.59 0.28 -0.119
C -2.5943 -0.9432 4.1520 -0.18 -0.11 0.06 -0.110
C -1.9906 -1.0840 2.7601 0.38 0.25 -1.05 -0.523
O -2.1746 -2.0431 1.9932 0.19 0.92 0.98 -0.031
N -1.2572 0.0531 2.4307 -1.44 -0.02 0.76 -0.056
H -1.0866 0.1774 5.2204 -0.26 0.13 -0.10 0.110
H -2.6884 0.9751 5.2472 0.08 -0.03 -0.05 0.109
H -2.3404 -1.7932 4.7865 -0.09 -0.13 -0.15 0.109
H -3.6848 -0.8684 4.0725 0.12 -0.21 -0.06 0.118
```
Forces are in eV/Å.

The charge is -1. Its energy is -51451.2987 eV.